# 1
{"formula": "C6H27N2O6", "method": "ωB97M-V with the def2-TZVPD basis set", "s_squared": 0.75, "gap_ev": [10.197, 4.994], "multiplicity": 2, "e_lumo_ev": [-6.0, -11.2], "relative_energy_kcal_mol": 58.17, "total_charge": 2, "elements": ["N", "C", "C", "C", "C", "C", "N", "C", "H", "H", "H", "H", "H", "H", "H", "H", "H", "H", "H", "H", "H", "H", "H", "H", "H", "O", "H", "H", "O", "H", "H", "O", "H", "H", "O", "H", "H", "O", "H", "H", "O"], "xyz": [[-1.6451, -1.2419, -0.1651], [-0.2745, -0.7206, 0.1446], [0.0852, 0.4555, -0.7341], [0.4841, 1.6735, 0.0566], [-0.2036, 2.8018, 0.1040], [0.7797, -1.9133, 0.0548], [1.7413, -1.5919, 1.1133], [3.0225, -1.0311, 0.6705], [-2.1770, -0.6961, -0.8618], [-1.7492, -2.2464, -0.3530], [-2.2310, -1.1615, 0.6948], [-0.3252, -0.4547, 1.1992], [-0.7411, 0.6856, -1.3921], [0.8403, 0.2806, -1.5050], [1.3954, 1.6084, 0.6491], [0.1589, 3.6251, 0.6800], [-1.0681, 2.9922, -0.5224], [0.2983, -2.8170, 0.4238], [1.2908, -1.9241, -0.8942], [1.9437, -2.2846, 1.8374], [3.0542, -0.9799, -0.4139], [3.0526, 0.0074, 1.0449], [3.8739, -1.5532, 1.0989], [1.6963, 0.2882, 4.1005], [1.4789, 0.3498, 2.5381], [1.8213, 0.8087, 3.3004], [-2.3585, 0.9862, -2.9036], [-3.1509, 1.9144, -2.1391], [-2.8918, 0.9815, -2.0907], [-1.9236, -0.1786, 2.4322], [-2.9779, 0.2306, 1.3702], [-2.4980, -0.5290, 1.7227], [-0.2186, 1.5249, 3.9554], [-1.3121, 1.8464, 3.0195], [-0.9346, 1.0822, 3.4814], [-0.3061, 0.4533, -3.9547], [0.2409, 1.8774, -4.2805], [-0.0983, 1.3139, -3.5770], [0.8298, -1.9616, -4.0344], [0.6079, -2.6490, -2.6879], [0.3889, -1.8533, -3.1828]], "forces_ev_per_a": [[0.74, -2.01, -3.56], [-0.08, -1.35, -0.70], [0.47, 1.03, -0.47], [-0.27, -0.28, 0.23], [0.03, 0.00, -0.49], [-0.94, 1.16, 2.36], [2.72, -1.37, -2.15], [-0.76, 0.96, 0.27], [0.56, -0.08, -0.33], [0.56, 0.33, -0.73], [0.37, 0.08, 0.59], [0.07, 0.26, -0.11], [-0.43, 0.28, 0.26], [0.28, -0.61, 0.34], [0.00, 0.00, -0.01], [0.13, 0.43, 0.31], [-0.08, -0.19, 0.11], [-0.03, -0.30, -0.59], [-0.07, -0.20, -0.23], [-0.96, 0.26, 0.55], [0.03, -0.02, -0.01], [0.30, -0.04, 0.02], [-0.06, -0.14, 0.18], [0.00, -0.28, -0.15], [-0.53, -0.25, 0.21], [0.71, 0.55, 0.18], [0.09, -0.50, 0.08], [-0.46, -0.14, 0.58], [0.40, 0.52, -0.57], [-0.19, -0.02, 0.35], [-0.37, 0.19, 0.36], [-1.75, 1.98, 3.71], [0.24, -0.43, 0.12], [-0.18, -0.14, 0.06], [-0.45, 0.54, -0.51], [0.25, 0.05, -0.31], [-0.08, -0.12, -0.14], [-0.24, 0.01, 0.29], [-0.01, -0.07, -0.02], [-0.08, -0.23, -0.43], [0.08, 0.13, 0.33]], "mulliken_spin": [0.0040, 0.0901, 0.0063, -0.0009, 0.0092, 0.0502, 0.7645, 0.0119, 0.0012, -0.0005, 0.0009, -0.0267, 0.0070, -0.0036, 0.0004, 0.0002, 0.0002, 0.0140, -0.0164, -0.0241, 0.0089, 0.0598, 0.0261, -0.0012, 0.0083, 0.0099, 0.0001, -0.0001, 0.0006, -0.0005, 0.0000, -0.0002, -0.0001, 0.0000, -0.0002, 0.0000, 0.0000, 0.0001, 0.0001, -0.0009, 0.0012]}

# 2
{"formula": "C6H28NO7", "method": "ωB97M-V with the def2-TZVPD basis set", "gap_ev": 9.892, "multiplicity": 1, "e_lumo_ev": -2.3, "relative_energy_kcal_mol": 0.00, "total_charge": 1, "elements": ["C", "C", "C", "C", "C", "C", "N", "H", "H", "H", "H", "H", "H", "H", "H", "H", "H", "H", "H", "H", "H", "H", "H", "O", "H", "H", "O", "H", "H", "O", "H", "H", "O", "H", "H", "O", "H", "H", "O", "H", "H", "O"], "xyz": [[-2.5012, 0.4437, -1.0358], [-1.3291, 0.0220, -0.1666], [-0.6145, -1.2155, -0.7269], [0.3858, -1.8824, 0.2195], [-1.4087, -2.8715, 1.6780], [-0.1981, -2.3536, 1.5266], [-0.3640, 1.1844, -0.1131], [-3.2099, -0.3782, -1.1279], [-3.0477, 1.2670, -0.5812], [-2.1278, 0.6659, -2.0375], [-1.5969, -0.1786, 0.8688], [-1.3806, -1.9268, -1.0417], [-0.1047, -0.9196, -1.6475], [1.2419, -1.2277, 0.3956], [0.7907, -2.7713, -0.2725], [-2.1506, -2.9664, 0.8929], [-1.7879, -3.2373, 2.6253], [0.4996, -2.3271, 2.3561], [0.0274, 1.4036, -1.0719], [0.4281, 0.9811, 0.4826], [-0.8027, 2.0317, 0.2642], [1.0714, -3.7070, -3.8276], [0.0050, -3.0589, -4.6900], [0.5336, -2.9117, -3.9001], [2.5633, 3.1539, 1.2208], [1.1074, 3.0313, 1.6555], [1.8713, 2.4918, 1.3507], [0.8986, 0.8489, -2.9684], [0.7459, 2.4049, -3.0355], [0.3646, 1.6196, -2.6462], [1.3895, -1.3618, -3.5687], [2.4871, -0.4499, -4.1587], [1.8605, -0.4958, -3.4530], [1.9838, 0.9642, 2.2548], [2.4058, 0.1283, 3.5222], [1.7793, 0.1554, 2.7772], [-0.8656, 2.4211, 2.5371], [-1.0715, 4.0245, 2.3173], [-0.7109, 3.1998, 1.9568], [-1.2950, 0.4361, 3.8820], [0.0541, 0.4600, 3.0716], [-0.8849, 0.7679, 3.0845]], "forces_ev_per_a": [[0.09, -0.43, 0.23], [0.23, -0.27, -0.09], [0.02, 0.29, -0.17], [-0.26, -0.02, -0.10], [-0.38, 0.00, 0.29], [0.06, -0.18, -0.11], [-0.08, -0.19, -0.27], [0.04, -0.07, 0.05], [0.06, 0.27, -0.23], [-0.21, 0.29, 0.04], [-0.25, 0.13, -0.01], [0.00, 0.01, 0.13], [0.03, -0.09, -0.06], [0.01, 0.02, 0.12], [0.12, 0.12, -0.15], [0.21, 0.17, -0.27], [0.34, 0.02, 0.11], [-0.16, 0.00, 0.15], [-0.30, 0.01, 0.19], [0.23, -0.04, 0.22], [0.03, -0.10, 0.09], [0.06, -0.04, 0.11], [-0.12, 0.12, -0.08], [0.07, -0.11, 0.02], [0.14, -0.36, -0.07], [-0.06, -0.37, -0.04], [-0.10, 0.74, 0.02], [-0.02, 0.30, -0.12], [0.13, 0.24, -0.15], [0.06, -0.52, -0.02], [0.34, 0.61, -0.06], [0.64, 0.09, -0.69], [-1.02, -0.71, 0.73], [0.22, -0.19, 0.44], [-0.35, 0.07, -0.48], [0.19, 0.15, 0.10], [-0.30, 0.26, 0.35], [0.01, -0.64, 0.10], [0.20, 0.39, -0.38], [-0.06, -0.14, 0.22], [-0.30, -0.07, 0.29], [0.44, 0.22, -0.45]], "lowdin_charge": [-0.0272, -0.3358, -0.1591, -0.1844, 0.0122, -0.1829, 0.1993, 0.0915, 0.0885, 0.0858, 0.1203, 0.1198, 0.0960, 0.0995, 0.1205, 0.0627, 0.0603, 0.0951, 0.0955, 0.1044, 0.1238, 0.0697, 0.0693, -0.0320, 0.0799, 0.0333, -0.0618, 0.0227, 0.0701, -0.0516, 0.0241, 0.0520, -0.0543, 0.0132, 0.0839, -0.0680, 0.0187, 0.0839, -0.0762, 0.0718, 0.0223, -0.0565]}

# 3
{"formula": "C6H28NO9", "method": "ωB97M-V with the def2-TZVPD basis set", "gap_ev": 8.687, "multiplicity": 1, "e_lumo_ev": 3.1, "relative_energy_kcal_mol": 12.13, "total_charge": -1, "elements": ["C", "N", "C", "O", "C", "C", "C", "C", "H", "H", "H", "H", "H", "H", "H", "H", "H", "H", "H", "H", "H", "H", "O", "H", "H", "O", "H", "H", "O", "H", "H", "O", "H", "H", "O", "H", "H", "O", "H", "H", "O", "H", "H", "O"], "xyz": [[0.8726, -1.4488, -0.2328], [0.5837, -0.5101, 0.8881], [1.2730, 0.7946, 0.6135], [0.4978, 1.6942, -0.1000], [0.5354, -2.8960, 0.1321], [-0.4408, -3.5154, -0.8825], [-1.8973, -3.2113, -0.6779], [-2.4520, -2.4478, 0.2498], [1.9154, -1.3459, -0.5100], [0.2615, -1.1268, -1.0801], [-0.4162, -0.3427, 0.9056], [1.4197, 1.1590, 1.6400], [2.2375, 0.6774, 0.1136], [1.3774, -3.5930, 0.1812], [0.1256, -2.9934, 1.1405], [-0.1779, -3.1340, -1.8775], [-0.3076, -4.5950, -1.0176], [-2.4961, -3.6365, -1.4696], [-1.9482, -1.9365, 1.0457], [-3.4902, -2.1732, 0.0950], [3.1506, 2.3827, -0.8552], [3.7310, 1.5586, -1.8758], [3.7140, 1.5896, -0.9064], [1.1617, 3.4975, -2.7216], [1.4054, 2.0579, -2.1489], [1.8222, 2.8137, -2.5800], [-2.9004, 0.3733, -1.5196], [-3.4928, -0.4406, -2.6386], [-3.7521, 0.1166, -1.8995], [1.8558, -0.5598, 3.5604], [1.4097, -1.5085, 2.5746], [1.9153, -1.5177, 3.4116], [-0.9375, 1.8843, 0.7536], [-2.1511, 2.6062, 1.4140], [-1.6656, 1.7767, 1.4247], [-0.7147, 0.0828, 4.0141], [-0.6482, 1.3899, 3.1754], [-0.4895, 1.0153, 4.0570], [0.3144, 4.7233, -0.0067], [0.5610, 3.2585, -0.3997], [0.3985, 4.1705, -0.7912], [-1.3289, 1.5486, -1.7785], [-0.0473, 0.9584, -1.3584], [-0.7849, 0.8033, -2.0626]], "forces_ev_per_a": [[-0.85, 0.25, 0.74], [1.54, -0.41, -1.09], [-0.97, 0.24, 1.42], [0.16, -0.31, -0.17], [-0.42, -1.09, -0.32], [0.07, 0.01, 0.03], [0.81, -0.01, -0.11], [-0.72, 0.20, -0.76], [0.19, 0.03, 0.08], [0.14, -0.32, -0.27], [-0.03, 0.19, 0.01], [0.39, 0.45, -0.02], [-0.24, -0.67, 0.43], [0.44, 0.50, -0.19], [-0.21, 0.38, -0.01], [-0.05, 0.11, 0.00], [-0.01, -0.07, 0.39], [-0.48, 0.07, -0.07], [0.41, -0.02, 0.23], [-0.07, -0.16, 0.36], [0.03, -0.15, 0.45], [0.30, -0.36, 0.15], [0.07, 0.72, -0.87], [-0.17, -0.22, 0.47], [-0.51, 0.36, 0.06], [0.93, -0.25, -0.78], [0.06, -0.20, -0.02], [0.07, 0.01, 0.00], [-0.12, 0.05, 0.04], [0.24, -0.22, 0.43], [0.08, -0.23, -0.14], [-0.40, 0.62, -0.32], [0.39, -0.18, -0.03], [-0.04, -0.04, 0.04], [-0.11, 0.12, 0.08], [0.00, 0.02, -0.26], [-0.30, -0.28, -0.07], [0.26, 0.25, 0.26], [-0.06, 0.11, -0.19], [-0.03, 0.07, -0.37], [-0.16, 0.23, 0.70], [-0.06, 0.11, -0.37], [-0.88, 0.01, -0.28], [0.29, 0.07, 0.35]], "lowdin_charge": [-0.2049, -0.0427, -0.3394, -0.3387, -0.1920, -0.2289, -0.1848, 0.0082, 0.1153, 0.0949, 0.0761, 0.1019, 0.0782, 0.1017, 0.0999, 0.1101, 0.1002, 0.0872, 0.0457, 0.0515, 0.0323, 0.0376, -0.0837, 0.0313, 0.0078, -0.0795, -0.0028, 0.0295, -0.0748, 0.0159, -0.0120, -0.1033, -0.0012, 0.0378, -0.0875, 0.0245, -0.0085, -0.0803, 0.0224, -0.0093, -0.1204, 0.0216, -0.0042, -0.1329]}